C31H56FO9P2Si | ωB97M-V/def2-TZVPD

Geometry as XYZ:
```
100
Properties=species:S:1:pos:R:3:forces:R:3
C -4.317912 -6.938563 2.716679 0.46 -0.73 -0.45
O -2.881597 5.457385 -1.911618 0.56 -0.11 -0.32
C -2.221866 6.329719 -3.903367 0.42 0.43 -0.32
H 6.912412 5.167369 1.785804 -0.64 0.59 -1.62
H 0.872944 -3.052144 3.443652 0.44 -1.07 1.13
H 1.717066 2.117814 -0.292041 0.56 1.85 0.17
C -3.177144 6.546644 -2.773095 -0.92 0.27 0.26
C 1.088651 -3.895228 4.192436 -1.61 -0.52 -0.02
H 6.138237 8.091060 -1.778494 -0.53 -1.91 0.65
H 3.563074 0.887679 -2.387870 1.15 0.94 0.92
O -1.104467 5.739553 -3.272786 -0.63 -0.23 0.07
C -0.554763 1.346105 -4.517779 0.93 -0.22 0.72
H 7.394293 7.509583 0.516909 -1.33 -0.99 -1.10
H -2.275152 -5.022982 3.912804 1.43 0.84 -0.81
H 4.363519 6.271113 -2.916419 0.91 -0.28 1.47
H -0.287550 -2.907441 5.768482 1.51 -0.93 -0.28
C 1.874120 1.172698 7.105443 -0.09 -0.60 -1.33
H -1.468695 -3.373080 3.987906 0.16 -1.57 -0.91
C 2.128835 3.198020 -0.329479 -0.35 0.20 -0.76
H -0.708352 -0.706762 -5.371433 0.79 0.24 1.40
H 1.676789 1.423409 -5.050146 -1.26 1.09 -0.17
H 3.276180 3.178557 -4.354654 -0.64 0.45 1.37
H -2.997677 7.487121 -2.244254 0.17 0.00 -0.21
C -1.388138 -4.412074 3.488255 0.24 -0.47 -0.64
H -5.306969 -6.734766 2.157135 1.44 -0.27 1.09
O -2.580431 -5.043491 -0.437951 0.27 2.09 -0.65
H 1.288526 3.928518 -0.647041 1.15 -1.26 0.87
H -0.917257 1.664032 -3.464128 0.60 -0.25 -1.73
C 1.813818 -2.211475 6.035271 -0.15 -2.09 -0.47
O -5.264854 -0.424256 -0.239580 -0.54 -2.71 -0.92
H -4.948787 -3.637065 -0.900763 1.33 0.22 0.77
F -1.836319 7.509287 -4.448616 0.04 0.04 -0.22
H -2.213361 -0.254177 -3.187514 1.79 -0.63 0.39
H 0.800895 -4.256223 6.449452 0.15 1.37 -1.19
H 0.926619 1.752350 6.815623 1.26 -1.04 0.69
H 4.513099 1.153146 -0.802840 -0.12 0.48 -1.49
H -3.073047 -7.319238 0.821988 -0.20 1.12 1.39
C 0.754105 -3.390006 5.689967 0.96 1.13 -0.47
H 0.415240 -5.836559 3.106430 -0.72 1.25 0.83
H -4.582734 -5.024742 0.735302 0.16 -0.40 -0.29
H 5.263842 3.435405 0.694405 0.21 1.72 -1.03
C 2.664439 3.595515 -3.480185 -0.42 0.63 -0.37
C 4.318644 1.577183 -1.846151 -0.22 -0.32 -0.29
C 2.182771 0.060201 5.978494 3.40 0.54 -1.85
C -1.419752 -3.010919 -1.643000 -1.03 -0.53 -0.03
C -1.471236 -4.323409 1.875394 0.52 0.58 0.35
H -4.218695 6.519458 -3.096781 0.09 -0.18 0.15
H -4.243198 -8.062686 2.988728 -0.41 1.66 -0.41
C 1.204943 2.917353 -3.458565 -0.19 0.12 -1.10
H -0.099961 -5.667776 4.861022 0.25 0.74 -1.46
C 5.436721 4.432548 0.145526 0.81 2.77 -1.03
C -1.607191 5.067306 -2.197849 0.64 -1.21 1.26
C -1.183831 -0.769920 -3.138271 0.33 -0.75 -0.80
H -6.260554 -1.723479 -2.418524 0.93 -0.17 -0.78
H -0.536638 -3.722560 -1.514271 -1.05 1.17 -0.07
H 2.761098 -2.414436 5.421871 -1.29 0.48 1.03
H -4.269492 -6.353394 3.709555 -0.11 -0.76 -1.72
O -1.007243 4.233895 -1.586379 -0.67 0.98 -0.45
H -5.919672 -1.018146 0.210267 0.72 0.71 -0.14
H -0.814176 -2.953313 -3.857540 -0.65 0.95 1.01
H -1.405242 1.610087 -5.231404 1.20 -0.58 0.77
H 5.267878 1.591361 -2.480610 -1.17 -0.05 0.98
H 2.174716 -4.219282 4.049244 -1.42 0.38 0.52
O 3.326580 0.076586 5.431264 -4.45 -0.18 2.15
H 2.769165 1.894416 7.075398 -1.42 -1.32 0.20
C -3.085439 -6.597951 1.728506 0.03 -1.17 0.58
O -3.635420 -3.081024 0.782030 -0.54 0.74 -3.00
P -3.218086 -4.756820 1.182780 -0.65 -0.88 1.91
H 0.442615 3.751369 -3.252929 1.15 -1.62 -0.23
O 1.230781 -0.929770 5.595194 1.98 1.10 2.15
C 4.911635 6.039985 -1.948990 2.15 -0.73 3.96
C 0.022930 -5.080969 3.869797 0.13 0.42 1.37
H -3.813374 -4.496330 2.495287 0.27 0.21 -0.10
H -2.595669 5.664200 -4.686951 0.10 0.15 -0.07
C -2.744098 -3.904854 -1.336820 -1.62 -0.53 0.05
H 1.779439 0.618976 8.096754 -0.04 0.97 -1.24
H -3.274174 -4.395589 -2.226919 1.39 1.00 0.43
H 0.646110 2.904220 -5.708544 0.59 -1.08 1.16
H 2.603824 4.739167 -3.663556 -0.18 -1.79 0.15
C 6.657651 6.777764 0.033876 -2.14 -2.73 -0.99
Si 3.450426 3.316310 -1.753412 0.16 -0.83 0.36
H -1.196003 -3.260168 1.526211 -0.17 -1.66 0.44
H -2.127908 -6.827061 2.324289 -1.18 0.39 -0.88
H -2.553974 -2.497625 -3.495622 1.69 0.18 0.35
H 2.077630 -2.224075 7.146880 -0.44 0.42 -1.35
H 0.795479 -0.526245 -4.248948 -1.43 0.44 -0.30
C -1.464625 -2.353654 -3.134418 -1.07 -0.21 0.62
H -1.432587 -2.185236 -0.839170 0.35 -1.28 -1.21
H 2.605564 3.527156 0.652318 -0.80 -0.56 -1.23
H -0.754943 -5.106549 1.439293 -0.85 1.34 0.51
C 0.822884 2.160735 -4.854229 -0.86 0.13 1.61
C 6.426288 5.436466 0.792044 -2.47 0.48 -3.93
C 5.916032 7.065531 -1.304422 -0.21 -2.35 1.77
C -3.966590 -3.073134 -0.637543 -0.53 -0.50 0.74
P -4.342257 -1.345504 -1.365039 1.54 1.41 -0.46
O -5.334969 -1.643968 -2.773097 -0.81 -0.06 2.86
H 1.083031 2.097605 -2.649981 0.35 1.46 -1.12
C 4.665128 4.704679 -1.204462 2.85 2.76 1.52
H -0.618461 -0.520216 -2.173011 -0.97 -0.01 -1.34
C -0.304140 -0.260304 -4.396504 -1.49 0.75 0.18
```
Positions in Å, forces in eV/Å.

Properties
* E: -2963.7629 Eh
* Kohn-Sham gap: 0.2265 hartree
* spin multiplicity: 1
* net charge: -1
* E_HOMO: -4.26 eV